Entry 1:
Below is C5H7N3O3 in the gas phase, with properties calculated with ωB97M-V with the def2-TZVPD basis set.

```
18
Properties=species:S:1:pos:R:3:forces:R:3
C 1.5888 -0.6988 -0.2740 -0.806 -0.081 0.116
C 0.8447 -1.2586 -1.5380 1.265 0.210 -0.954
C 1.3913 0.5366 0.0442 0.755 -0.267 0.593
C -1.5664 -0.8927 -1.0361 1.821 1.965 -0.708
C 0.3096 2.4377 0.9534 3.737 1.950 3.858
N -0.3516 -1.1988 -1.8253 -0.951 -1.205 -0.535
N -1.2427 -0.0727 0.0869 0.242 1.592 -0.352
N -0.8104 -0.7944 1.0687 -1.621 -0.492 1.365
O -0.3831 -0.2343 2.1079 0.450 0.347 -0.499
O -0.9303 -2.0294 1.0469 0.888 -0.721 0.219
O 1.4852 1.7550 0.2781 -1.093 -1.054 -0.149
H 1.9784 -1.4993 0.3820 0.074 0.941 -0.233
H 1.5591 -1.7119 -2.3037 -0.690 0.686 1.120
H -2.2165 -0.3671 -1.7617 0.003 -0.457 0.793
H -1.8630 -1.8195 -0.6221 -0.949 -1.236 -0.466
H 0.7480 3.4027 1.5028 -0.735 -2.364 -1.473
H -0.1777 1.7788 1.6238 0.125 -0.976 0.814
H -0.3634 2.6668 0.2663 -2.516 1.164 -3.508
```
Positions in Å, forces in eV/Å.

Results
Strongest force on any atom (eV/A): 5.7
ΔE to the lowest compared entry with this formula, charge and spin (kcal/mol): 216.0
M (g mol⁻¹): 157.13
2S+1: 1
Gap between HOMO and LUMO (Ha): 0.280
E (eV): -15902.078



Entry 2:
Below is C5H7N3O3 in the gas phase, with properties calculated with ωB97M-V with the def2-TZVPD basis set.

```
18
Properties=species:S:1:pos:R:3:forces:R:3
N -0.4277 -2.1968 0.9948 -4.598 9.883 1.622
C 0.3816 -1.0380 0.5319 -7.057 -0.298 -3.614
C 1.0714 -1.3190 -0.8056 -2.047 3.330 0.690
O 1.4380 -2.3753 -1.0975 1.488 -3.561 -1.417
O 1.2950 -0.1931 -1.5549 2.367 -1.717 -2.690
C -0.6078 0.1545 0.4903 7.549 -0.076 -0.214
C -1.8804 0.3735 0.5859 -6.510 -7.498 0.637
C -2.1255 1.6649 0.4406 -0.099 3.701 -0.262
N -0.9441 2.3180 0.2351 -3.671 2.523 0.688
N -0.0520 1.4371 0.3190 -4.552 -3.837 1.051
O 1.1695 1.7925 0.2994 4.228 0.180 -1.317
H 0.0922 -2.8625 0.9126 7.973 -10.171 -0.214
H -1.0636 -2.4240 0.2865 -1.736 0.338 -1.264
H 1.2241 -0.8094 0.9618 4.144 1.146 4.261
H 1.9296 -0.5479 -2.3496 -2.179 1.351 2.559
H -2.7486 -0.6373 0.6704 2.862 3.660 -0.063
H -3.0976 2.1009 0.6399 0.460 0.594 -0.594
H 1.3748 1.4632 -0.5973 1.381 0.451 0.141
```
Positions in Å, forces in eV/Å.

Results
Strongest force on any atom (eV/A): 12.9
ΔE to the lowest compared entry with this formula, charge and spin (kcal/mol): 128.3
M (g mol⁻¹): 157.13
2S+1: 1
Gap between HOMO and LUMO (Ha): 0.333
E (eV): -15905.878



Entry 3:
Below is a gas-phase ion, C5H7N6 (charge +1), with properties calculated with ωB97M-V with the def2-TZVPD basis set.

```
18
Properties=species:S:1:pos:R:3:forces:R:3
C -1.1612 -2.5666 2.6418 1.326 2.269 -1.448
C -0.9268 -1.8996 0.6341 0.239 0.313 1.457
C -0.3520 -0.8285 1.4445 -1.298 -1.952 -0.110
C 0.3242 0.0036 -1.4843 -0.127 -0.688 2.241
C 0.6828 2.4657 -1.3708 3.113 -0.667 -2.566
N -1.3538 -2.8443 1.3784 -0.146 -0.013 -2.207
N -0.0175 0.4220 1.3468 0.482 0.070 1.098
N 0.2369 1.2896 0.5236 0.118 2.292 0.290
N -0.5615 -1.3470 2.7426 1.153 0.564 1.115
N 0.3956 1.2403 -0.7612 -1.539 -3.751 -0.451
N 0.5024 -0.0078 -2.7577 0.157 6.618 0.331
H -1.3646 -3.2113 3.4033 -0.551 -1.381 2.147
H 0.4865 3.3573 -0.8357 -0.498 0.479 0.625
H 1.8017 2.3285 -1.5452 -1.091 1.189 -0.192
H 0.2010 2.3715 -2.3451 -0.095 1.063 0.038
H -0.1265 -0.9010 3.6172 -1.151 -0.847 -1.811
H 0.6024 -0.7738 -3.2919 0.084 -3.638 -1.717
H 0.6303 0.9015 -3.3407 -0.176 -1.919 1.160
```
Positions in Å, forces in eV/Å.

Results
Strongest force on any atom (eV/A): 6.6
ΔE to the lowest compared entry with this formula, charge and spin (kcal/mol): 213.1
M (g mol⁻¹): 151.15
2S+1: 1
Net charge: +1
Gap between HOMO and LUMO (alpha / beta) (Ha): 0.224 / 0.219
E (eV): -14223.506



Entry 4:
Below is a gas-phase ion, C5H7N6O (charge +1), with properties calculated with ωB97M-V with the def2-TZVPD basis set.

```
19
Properties=species:S:1:pos:R:3:forces:R:3
C 3.1989 -0.6531 -0.1979 -0.941 1.512 1.483
C 2.0160 0.2021 0.1029 -0.352 0.240 -0.241
N 0.7838 -0.3146 0.0746 2.093 1.571 -0.078
C -0.0957 0.6777 0.1530 2.145 2.660 0.677
N -1.3790 0.3752 0.1022 -1.466 -0.064 -0.056
N -2.3921 1.3071 0.2556 -0.022 -0.799 0.021
C -3.4523 0.5863 0.1363 0.409 -0.136 -1.016
N -3.1294 -0.7577 -0.1365 -3.106 -1.212 -0.728
C -1.8037 -0.9512 -0.1139 1.663 -0.447 1.048
O -1.0610 -1.9575 -0.1000 -2.089 1.606 -0.767
N 0.5331 1.8408 0.2953 -2.391 -0.414 0.268
N 1.8182 1.5085 0.2999 1.586 -0.532 -0.341
H 3.8696 -0.4158 0.6160 1.094 -0.079 -0.446
H 2.8637 -1.6482 -0.0322 -0.020 -0.978 -0.228
H 3.4786 -0.4473 -1.2120 0.803 -0.095 -0.317
H 0.5076 -1.1894 -0.2438 -0.550 -2.601 -0.296
H -4.4423 1.0466 0.0862 0.316 -0.628 0.223
H -3.8034 -1.4910 -0.4879 1.099 1.224 0.919
H 2.4896 2.2816 0.4022 -0.272 -0.826 -0.125
```
Positions in Å, forces in eV/Å.

Results
Strongest force on any atom (eV/A): 3.5
ΔE to the lowest compared entry with this formula, charge and spin (kcal/mol): 0.0
M (g mol⁻¹): 167.15
2S+1: 1
Net charge: +1
Gap between HOMO and LUMO (Ha): 0.382
E (eV): -16279.732



Entry 5:
Below is 2 unconnected molecules or ions with the total composition C5H7N7O2, with properties calculated with ωB97M-V with the def2-TZVPD basis set.

```
21
Properties=species:S:1:pos:R:3:forces:R:3
O -0.0546 -2.5595 -0.6702 -2.269 0.568 1.184
N -1.1226 -2.1550 -0.1263 1.025 -3.093 -0.426
O -1.9794 -2.9320 0.3310 1.259 1.941 -0.702
C -1.2827 -0.7366 -0.0613 0.838 1.833 -0.380
C -2.3909 -0.0605 0.5432 -0.014 0.192 0.080
C -2.4133 1.3146 0.6042 0.028 -0.186 -0.153
C -1.3642 2.0542 -0.0118 1.134 0.578 -0.632
N -1.1006 3.3664 -0.1996 0.408 -1.252 -0.177
N 0.0840 3.4225 -0.8877 -0.824 -1.969 0.555
N 0.5630 2.2287 -1.1281 -0.539 0.771 0.308
N -0.3280 1.3411 -0.5933 -0.315 0.446 0.249
C -0.2276 -0.0206 -0.6015 -0.539 0.276 0.116
H -3.1954 -0.6710 0.9496 0.192 0.224 -0.002
H -3.1898 1.9066 1.0821 -0.023 -0.434 -0.096
H 0.6696 -0.4513 -1.0267 -0.273 0.112 0.082
N 2.4769 -0.5994 0.7310 -0.370 0.093 -0.020
N 3.3263 -1.4126 -0.1341 0.062 0.032 0.029
H 2.1933 -1.2177 1.4891 0.290 0.306 0.047
H 3.0811 0.1247 1.1148 -0.123 -0.325 0.187
H 2.7113 -2.1442 -0.4880 0.144 0.194 -0.170
H 3.5438 -0.7982 -0.9163 -0.094 -0.307 -0.080
```
Positions in Å, forces in eV/Å.

Results
Strongest force on any atom (eV/A): 3.3
M (g mol⁻¹): 197.16
2S+1: 1
Gap between HOMO and LUMO (Ha): 0.265
E (eV): -19818.458



Entry 6:
Below is C5H7NO in the gas phase, with properties calculated with ωB97M-V with the def2-TZVPD basis set.

```
14
Properties=species:S:1:pos:R:3:forces:R:3
C -1.4941 1.8168 0.2458 -0.081 -0.437 0.068
C -1.0660 0.3465 0.1334 0.124 -0.077 0.173
O -1.8313 -0.5679 0.3781 0.119 0.675 0.200
C 0.2903 0.0609 -0.4572 -0.194 0.206 -0.054
C 0.2760 -1.3785 -1.1185 0.080 0.224 0.385
C 1.1301 -1.1186 -0.1796 -0.268 0.205 -0.314
N 2.2841 -1.3611 0.4636 -0.101 -0.392 0.303
H -2.5675 1.8977 0.0531 0.176 -0.064 0.016
H -0.9466 2.4876 -0.4239 -0.013 -0.236 0.133
H -1.3260 2.1347 1.2796 0.059 0.020 -0.076
H 0.8646 0.9485 -0.7912 -0.705 -0.481 -0.691
H -0.5446 -2.0519 -1.3594 0.506 0.503 -0.469
H 2.4888 -0.7955 1.2694 0.059 -0.095 0.020
H 2.5410 -2.3330 0.4964 0.238 -0.050 0.306
```
Positions in Å, forces in eV/Å.

Results
Strongest force on any atom (eV/A): 1.1
ΔE to the lowest compared entry with this formula, charge and spin (kcal/mol): 71.5
M (g mol⁻¹): 97.12
2S+1: 1
Gap between HOMO and LUMO (Ha): 0.331
E (eV): -8833.101



Question: Which of these has the highest E?
Answer: C5H7NO